[1]
Below is C31H26DyN3STe as an isolated structure at a distorted geometry, with properties calculated with ωB97M-V with the def2-TZVPD basis set.

Calculated values
Energy above the lowest of the compared OMol25 structures with the same formula, charge and spin in eV: 0.0000
Maximum force in eV Å⁻¹: 2.1
2S+1: 6
E in Ha: -2912.3894
HOMO energy (alpha / beta) in Eh: -0.26715 / -0.26722
M in g mol⁻¹: 762.7

Each line ends with the Löwdin spin population.
CARTESIAN COORDINATES (ANGSTROEM)
1 Dy 0.92832 1.22145 0.24075  5.053
2 S 5.75370 1.37517 1.21618  0.000
3 C 5.64896 1.18532 -0.54166  0.000
4 C 6.65570 1.22635 -1.49483  0.000
5 C 6.34470 0.94204 -2.81634  0.000
6 C 5.02303 0.54623 -3.15906  0.000
7 C 4.00515 0.55002 -2.21799  0.000
8 C 4.30864 0.95964 -0.89316  0.000
9 N 3.42796 1.03429 0.14605  -0.013
10 C 4.02944 1.15737 1.31001  0.000
11 C 3.24118 1.06626 2.54131  0.001
12 C 3.89063 1.00858 3.76198  0.000
13 C 3.17037 0.89949 4.93285  0.000
14 C 1.77131 0.91596 4.86445  0.001
15 C 1.16234 0.98950 3.59988  0.002
16 C 1.86422 1.01591 2.41492  -0.005
17 H 7.65543 1.43625 -1.24743  0.000
18 H 7.06541 0.97414 -3.58309  0.000
19 H 4.79755 0.29111 -4.18911  0.000
20 H 2.98333 0.22884 -2.46832  0.000
21 H 4.97983 1.03796 3.85873  0.000
22 H 3.69296 0.90038 5.87055  0.000
23 H 1.16448 0.90510 5.78702  0.000
24 H 0.06427 0.98701 3.56511  0.001
25 N 1.29111 2.54745 -1.66901  -0.011
26 H 2.19762 3.02393 -1.69073  0.000
27 H 0.53280 3.19791 -1.60947  0.000
28 H 1.22069 2.00559 -2.53786  0.000
29 C -6.62393 0.21733 -1.64757  0.000
30 C -5.39353 0.85444 -1.04317  0.000
31 C -4.37226 0.01851 -0.59504  0.000
32 C -3.25869 0.55260 0.03067  0.000
33 C -2.16935 -0.39439 0.48917  -0.001
34 C -3.15930 1.96578 0.23060  -0.001
35 Te -1.40421 2.85790 1.10005  -0.008
36 C -4.16869 2.81545 -0.24830  -0.001
37 C -4.18883 4.31221 0.00211  0.000
38 C -5.30070 2.21984 -0.83423  0.000
39 H -6.94389 -0.66804 -1.08958  0.000
40 H -6.42565 -0.18641 -2.67148  0.000
41 H -7.41855 0.99368 -1.68169  0.000
42 H -4.43978 -1.06288 -0.75018  0.000
43 H -2.49816 -1.45783 0.51404  0.000
44 H -1.81213 -0.11099 1.45989  0.000
45 H -1.32150 -0.37660 -0.20498  -0.001
46 H -3.21660 4.71996 -0.29175  0.000
47 H -4.33049 4.45483 1.08791  0.000
48 H -4.95505 4.73492 -0.60968  0.000
49 H -6.12426 2.89143 -1.11861  0.000
50 N -2.90783 -7.64840 0.25783  0.000
51 C -2.18793 -6.79794 -0.01985  0.000
52 C -1.34460 -5.68529 -0.23101  0.000
53 C -0.57449 -5.14409 0.77483  0.000
54 C 0.12525 -3.96029 0.55121  0.000
55 C 0.12946 -3.38244 -0.69989  0.000
56 C -0.55476 -4.00969 -1.73895  0.000
57 C -1.29042 -5.14199 -1.50377  0.000
58 C 0.71972 -2.09394 -0.84552  -0.001
59 C 0.98773 -0.90738 -0.75792  -0.014
60 H -0.65994 -5.57819 1.78608  0.000
61 H 0.68045 -3.46984 1.31023  0.000
62 H -0.61013 -3.50787 -2.69320  0.000
63 H -1.85813 -5.65366 -2.30998  0.000

Cartesian forces (eV/Å) of the 3 atoms listed first:
-0.1264 -1.3306 0.7579
-0.3085 -0.1527 -0.7453
-0.3036 0.1931 0.5394

=====

[2]
Below is C31H26FN6O3Zr as an isolated structure, with properties calculated with ωB97M-V with the def2-TZVPD basis set.

Calculated values
Net charge: -1
Energy above the lowest of the compared OMol25 structures with the same formula, charge and spin in eV: 0.7026
Maximum force in eV Å⁻¹: 1.0
2S+1: 1
E in Ha: -1898.3630
HOMO energy in Eh: -0.19367
M in g mol⁻¹: 640.8

Each line ends with the Löwdin charge.
CARTESIAN COORDINATES (ANGSTROEM)
1 Zr -0.02837 -0.72627 0.00381  1.812
2 O 0.51079 0.92304 1.04972  -0.257
3 C 1.30118 1.96245 1.09620  -0.352
4 C 0.87597 3.13654 1.73476  -0.046
5 C 1.67961 4.25860 1.75974  -0.109
6 C 2.94059 4.25505 1.15384  -0.116
7 C 3.37133 3.09200 0.54424  -0.062
8 C 2.57615 1.94566 0.50861  -0.132
9 C 3.14916 0.73120 -0.08080  -0.088
10 N 2.60682 -0.41391 -0.10887  -0.025
11 C 3.45189 -1.51170 -0.59407  -0.199
12 C 2.58968 -2.64820 -1.13858  -0.214
13 N 1.44231 -2.00587 -1.72742  -0.044
14 C 0.88343 -2.42095 -2.78109  -0.093
15 C -0.17395 -1.65048 -3.44424  -0.148
16 C -0.77355 -2.16037 -4.59199  -0.060
17 C -1.61534 -1.39033 -5.37455  -0.116
18 C -1.79713 -0.05172 -5.02279  -0.098
19 C -1.20078 0.48034 -3.89465  -0.018
20 C -0.43720 -0.32116 -3.03165  -0.343
21 O 0.06350 0.17699 -1.92030  -0.242
22 H -0.11018 3.12719 2.18015  0.123
23 H 1.32187 5.15611 2.25193  0.098
24 H 3.56918 5.13530 1.17326  0.087
25 H 4.35329 3.05044 0.08202  0.103
26 H 4.16887 0.85180 -0.47191  0.122
27 H 4.05941 -1.88057 0.23459  0.116
28 H 4.12115 -1.13096 -1.37375  0.108
29 H 2.25200 -3.27630 -0.31386  0.089
30 H 3.16132 -3.26192 -1.84471  0.112
31 H 1.24077 -3.32289 -3.29489  0.130
32 H -0.55196 -3.18535 -4.87394  0.105
33 H -2.09209 -1.80448 -6.25274  0.086
34 H -2.40557 0.59109 -5.65001  0.095
35 H -1.30897 1.52749 -3.65055  0.097
36 C -4.37304 0.84811 -1.50898  -0.030
37 C -2.97788 1.04625 -0.98589  -0.257
38 N -2.36626 0.20767 -0.24087  0.016
39 N -3.09703 -0.89031 0.19288  0.058
40 C -2.46279 -1.46445 1.18110  -0.500
41 O -1.38697 -1.00480 1.72207  -0.199
42 C -3.02662 -2.75229 1.67743  -0.140
43 C -2.31227 -3.45373 2.64028  -0.010
44 C -2.78600 -4.67572 3.10169  -0.084
45 C -3.97362 -5.19439 2.60547  -0.111
46 C -4.68673 -4.49328 1.63816  -0.099
47 C -4.21272 -3.27742 1.17203  -0.033
48 C -2.27523 2.32490 -1.31474  -0.237
49 C -2.82582 3.21037 -2.24209  -0.044
50 C -2.14148 4.37539 -2.55038  -0.080
51 C -0.93743 4.63222 -1.91792  -0.059
52 C -0.49117 3.71195 -0.97639  -0.107
53 N -1.14232 2.59929 -0.67241  0.150
54 H -4.78594 -0.07478 -1.12244  0.057
55 H -5.02541 1.68061 -1.23477  0.081
56 H -4.34017 0.79359 -2.60101  0.080
57 H -1.37416 -3.04332 2.99176  0.108
58 H -2.21831 -5.22658 3.84137  0.097
59 H -4.34028 -6.14933 2.96319  0.090
60 H -5.60864 -4.90173 1.24171  0.091
61 H -4.74416 -2.72451 0.40980  0.101
62 H -3.75576 2.97979 -2.73843  0.098
63 H -2.54448 5.06716 -3.28017  0.100
64 H -0.36066 5.52277 -2.12970  0.097
65 H 0.43407 3.88167 -0.43263  0.088
66 N 1.68616 -2.74720 2.28059  -0.038
67 C 1.11754 -2.07699 1.52553  -0.366
68 F -0.89656 -2.38709 -0.59902  -0.437

Cartesian forces (eV/Å) of the 3 atoms listed first:
0.9729 0.0803 0.0136
0.4392 0.6994 0.2742
-0.5048 -0.5775 0.0823

=====

[3]
Below is C31H26IrN2O2P as an isolated structure at a distorted geometry, with properties calculated with ωB97M-V with the def2-TZVPD basis set.

Calculated values
Net charge: +3
Energy above the lowest of the compared OMol25 structures with the same formula, charge and spin in eV: 0.9881
Maximum force in eV Å⁻¹: 1.8
2S+1: 6
E in Ha: -1901.4118
HOMO energy (alpha / beta) in Eh: -0.60299 / -0.64285
M in g mol⁻¹: 681.8

Each line ends with the Löwdin spin population.
CARTESIAN COORDINATES (ANGSTROEM)
1 Ir 1.67841 -0.17238 0.33364  1.291
2 C 3.58293 0.20232 1.68014  0.030
3 C 3.06589 1.46638 1.29684  0.031
4 C 3.04828 1.86533 -0.02421  0.027
5 C 3.73237 1.07796 -0.98447  0.088
6 C 4.26535 -0.14892 -0.62927  0.079
7 C 4.08922 -0.63819 0.68966  0.023
8 H 3.62962 -0.05101 2.75223  0.001
9 H 2.66378 2.15570 2.04661  0.002
10 H 2.62174 2.82240 -0.28109  0.001
11 H 3.91395 1.46483 -1.97335  0.002
12 H 4.81554 -0.72659 -1.34365  0.001
13 H 4.48418 -1.62015 0.92263  0.001
14 O 1.67823 -2.83966 1.08999  0.300
15 C 1.32530 -2.27419 0.09816  0.091
16 C 0.57643 -2.85041 -1.00962  0.033
17 C 0.45176 -4.20915 -1.24043  0.001
18 C -0.49321 -4.61846 -2.18039  0.001
19 C -1.29406 -3.67740 -2.81357  -0.003
20 C -1.13012 -2.31915 -2.64616  0.000
21 C -0.21560 -1.89441 -1.70010  0.006
22 P 0.03039 -0.15292 -1.29754  0.057
23 C -1.26188 0.54154 -0.28956  0.395
24 C -1.43666 1.93306 -0.28995  0.228
25 C -2.44715 2.60770 0.38930  0.249
26 C -3.34911 1.85663 1.18876  0.214
27 C -3.20112 0.46194 1.26000  0.414
28 C -2.05986 -0.28131 0.68783  0.130
29 C 0.10985 0.76193 -2.82192  0.011
30 C -1.11254 1.22983 -3.29362  0.014
31 C -1.25651 1.66570 -4.59218  0.002
32 C -0.15973 1.65511 -5.42833  0.002
33 C 1.07514 1.14942 -4.97505  0.003
34 C 1.21648 0.68553 -3.67171  0.000
35 H 1.05082 -4.87995 -0.66756  0.000
36 H -0.58839 -5.66699 -2.41834  0.000
37 H -2.06526 -4.03747 -3.46319  0.000
38 H -1.72420 -1.58211 -3.20630  0.000
39 H -0.73827 2.49891 -0.89300  0.003
40 H -2.57255 3.69288 0.31399  0.007
41 H -4.11832 2.36234 1.73328  0.004
42 H -3.95833 -0.09759 1.79256  0.016
43 H -2.50692 -1.14509 0.18192  0.028
44 H -1.97834 1.17274 -2.63159  0.006
45 H -2.21816 1.99361 -4.94844  0.000
46 H -0.26808 1.93166 -6.46785  0.000
47 H 1.88204 1.10608 -5.67304  0.000
48 H 2.13157 0.22981 -3.31767  0.000
49 N -0.34847 1.99753 5.92876  0.004
50 C -1.24948 1.71033 5.00887  0.021
51 O -2.27198 2.33010 4.79097  0.070
52 C -1.01095 0.58784 4.07346  0.300
53 C -1.90901 -0.50691 4.07017  0.022
54 C -1.93480 -1.28009 2.96064  0.237
55 C -1.10558 -0.96323 1.75789  0.099
56 N 0.03081 -0.07275 2.03211  0.355
57 C 0.00678 0.66893 3.09249  0.079
58 H -0.51365 2.80944 6.50393  0.001
59 H 0.40666 1.36291 6.13423  0.002
60 H -2.57948 -0.68638 4.89363  -0.003
61 H -2.59890 -2.15353 2.89848  0.010
62 H -0.70044 -1.88165 1.36000  0.014
63 H 0.81356 1.36962 3.21002  0.001

Cartesian forces (eV/Å) of the 3 atoms listed first:
-0.1688 -1.0494 0.2758
-0.0740 0.4995 0.9780
-0.2607 0.1797 1.4215